1.
Computed, not measured: a 2-piece molecular cluster, C3H5NO3S overall in a non-equilibrium geometry, with ωB97M-V with the def2-TZVPD basis set.

Last column: Löwdin charge in e.
Geometry (Å):
C (1.73, -0.08, 0.86)  -0.4488
C (-1.85, 3.76, 0.81)  -0.8439
C (-0.97, -0.19, -0.08)  -0.2886
N (-1.06, 2.96, 0.27)  0.0900
O (-2.24, 4.58, 1.61)  -0.0351
O (-2.26, 3.57, -0.48)  -0.1497
O (-0.46, -0.78, 2.32)  -0.6955
S (0.06, 0.26, 1.38)  0.6040
H (1.77, -0.84, 0.12)  -0.1060
H (2.13, 0.80, 0.45)  -0.1193
H (-1.28, -1.17, 0.09)  0.0004
H (-1.77, 0.47, -0.07)  -0.0231
H (-0.37, 0.06, -0.92)  0.0156

Values from the calculation:
maximum force: 3.15 eV/A
charge: -2
lowest unoccupied orbital energy: 6.6478 eV


2.
Computed, not measured: a 9-piece molecular cluster, C36H62N4O10S5 overall in a non-equilibrium geometry, with ωB97M-V with the def2-TZVPD basis set.

Last column: Löwdin charge in e.
Geometry (Å):
O (3.09, 4.92, 1.35)  -0.3194
S (2.93, 3.72, 2.13)  0.6796
O (1.84, 2.82, 1.81)  -0.3344
C (4.46, 2.77, 2.19)  -0.2241
C (4.56, 2.26, 3.62)  -0.2232
C (4.22, 3.49, 4.47)  -0.2193
C (2.94, 4.12, 3.93)  -0.1994
H (5.24, 3.53, 2.08)  0.1123
H (4.50, 2.05, 1.38)  0.1017
H (3.88, 1.45, 3.91)  0.1110
H (5.58, 1.91, 3.79)  0.1133
H (5.03, 4.22, 4.40)  0.1189
H (4.20, 3.25, 5.54)  0.1188
H (2.99, 5.20, 3.97)  0.0998
H (2.00, 3.82, 4.38)  0.1034
O (-0.34, -2.84, -1.14)  -0.3372
S (0.45, -1.67, -1.42)  0.6939
O (0.94, -1.39, -2.76)  -0.3430
C (-0.42, -0.21, -0.71)  -0.1916
C (0.24, -0.07, 0.65)  -0.2195
C (1.74, -0.24, 0.41)  -0.2077
C (1.86, -1.59, -0.27)  -0.2192
H (-1.47, -0.49, -0.69)  0.0942
H (-0.19, 0.64, -1.35)  0.0902
H (0.00, 0.89, 1.12)  0.0927
H (-0.15, -0.78, 1.38)  0.1137
H (2.31, -0.25, 1.34)  0.0914
H (2.12, 0.58, -0.19)  0.1074
H (1.75, -2.48, 0.34)  0.0803
H (2.74, -1.71, -0.90)  0.1060
O (-3.90, -5.91, -2.96)  -0.3270
S (-4.50, -4.75, -2.34)  0.6811
O (-5.32, -3.84, -3.13)  -0.3302
C (-5.44, -5.21, -0.86)  -0.2216
C (-4.40, -5.03, 0.23)  -0.2234
C (-3.73, -3.67, -0.07)  -0.2162
C (-3.20, -3.83, -1.48)  -0.2379
H (-5.80, -6.23, -0.98)  0.1049
H (-6.30, -4.56, -0.74)  0.1060
H (-4.76, -5.05, 1.26)  0.1140
H (-3.63, -5.80, 0.16)  0.1114
H (-3.06, -3.38, 0.74)  0.1077
H (-4.53, -2.91, -0.09)  0.1106
H (-2.32, -4.47, -1.46)  0.0730
H (-2.95, -2.97, -2.08)  0.0775
O (3.79, 5.55, -3.52)  -0.3268
S (2.45, 5.00, -3.57)  0.6774
O (1.41, 5.68, -4.32)  -0.3229
C (2.51, 3.25, -4.06)  -0.1985
C (2.04, 2.46, -2.83)  -0.2141
C (1.15, 3.38, -2.01)  -0.2428
C (1.86, 4.72, -1.91)  -0.2178
H (3.50, 2.99, -4.43)  0.1033
H (1.78, 3.20, -4.87)  0.0983
H (1.55, 1.55, -3.16)  0.0951
H (2.89, 2.16, -2.22)  0.1168
H (0.97, 2.91, -1.04)  0.0952
H (0.15, 3.47, -2.44)  0.0930
H (2.75, 4.59, -1.29)  0.0944
H (1.24, 5.55, -1.57)  0.1073
O (-4.01, 2.94, -0.17)  -0.3397
S (-3.50, 4.27, 0.14)  0.7004
O (-4.27, 5.45, -0.14)  -0.3121
C (-2.90, 4.34, 1.86)  -0.2149
C (-1.43, 3.96, 1.75)  -0.2207
C (-0.91, 4.76, 0.55)  -0.2149
C (-1.84, 4.39, -0.59)  -0.2190
H (-3.52, 3.72, 2.51)  0.1002
H (-3.09, 5.37, 2.16)  0.1052
H (-0.90, 4.11, 2.68)  0.1187
H (-1.37, 2.92, 1.42)  0.0854
H (0.13, 4.46, 0.39)  0.0790
H (-0.90, 5.83, 0.76)  0.1284
H (-1.55, 3.41, -1.00)  0.0791
H (-1.78, 5.06, -1.44)  0.1150
C (-2.91, -0.69, 2.83)  -0.1074
C (-4.13, -1.39, 2.61)  -0.1292
C (-4.97, -0.55, 1.93)  -0.1346
N (-4.32, 0.64, 1.73)  0.0359
C (-3.07, 0.55, 2.28)  -0.1442
H (-2.03, -1.06, 3.33)  0.0893
H (-4.38, -2.39, 2.92)  0.0903
H (-5.98, -0.74, 1.62)  0.1098
H (-4.70, 1.45, 1.27)  0.1114
H (-2.41, 1.40, 2.27)  0.0831
C (4.28, -1.45, 2.67)  -0.1282
C (5.44, -0.88, 2.08)  -0.1219
C (6.03, -1.83, 1.28)  -0.1185
N (5.25, -2.95, 1.37)  0.0147
C (4.17, -2.72, 2.16)  -0.1626
H (3.59, -0.96, 3.34)  0.0849
H (5.89, 0.07, 2.33)  0.0723
H (6.93, -1.85, 0.69)  0.1054
H (5.45, -3.85, 0.96)  0.1334
H (3.45, -3.50, 2.33)  0.0979
C (-2.19, 2.04, -3.65)  -0.1096
C (-3.19, 1.28, -2.98)  -0.0987
C (-2.89, -0.03, -3.17)  -0.1478
N (-1.78, -0.13, -3.97)  0.0296
C (-1.34, 1.14, -4.24)  -0.1382
H (-2.14, 3.11, -3.68)  0.0919
H (-4.07, 1.65, -2.47)  0.0867
H (-3.47, -0.92, -2.94)  0.1043
H (-1.31, -0.96, -4.27)  0.1388
H (-0.41, 1.27, -4.77)  0.1051
C (0.30, -7.37, 0.66)  -0.0979
C (-0.14, -6.56, -0.56)  -0.2383
C (0.97, -5.88, -1.38)  -0.1684
C (2.09, -5.36, -0.59)  -0.2141
N (3.00, -4.96, -0.01)  0.1696
H (1.13, -6.96, 1.23)  0.0641
H (0.56, -8.39, 0.35)  0.0751
H (-0.57, -7.48, 1.31)  0.0706
H (-0.82, -5.76, -0.24)  0.0878
H (-0.70, -7.18, -1.26)  0.1139
H (0.54, -5.06, -1.95)  0.0998
H (1.44, -6.60, -2.06)  0.1259

Values from the calculation:
maximum force: 1.51 eV/A
SMILES: O=S1(=O)CCCC1.O=S1(=O)CCCC1.O=S1(=O)CCCC1.O=S1(=O)CCCC1.O=S1(=O)CCCC1.c1cc[nH]c1.c1cc[nH]c1.c1cc[nH]c1.CCCC#N
lowest unoccupied orbital energy: 0.0759 eV


3.
Computed, not measured: C25H30F2HfN4O7S4 as an isolated structure in a non-equilibrium geometry, with ωB97M-V with the def2-TZVPD basis set.

Last column: Löwdin charge in e.
Geometry (Å):
Hf (-0.80, 0.83, 0.44)  1.5115
O (-0.75, -2.99, -5.98)  -0.0648
C (-0.77, -2.33, -4.97)  -1.0072
S (0.11, -0.81, -4.75)  0.9653
C (-0.29, -0.58, -3.04)  -1.0007
C (-1.10, -1.50, -2.49)  -1.1456
S (-1.58, -1.55, -0.83)  0.6440
S (-1.71, -2.72, -3.52)  0.9935
S (0.26, 0.77, -2.13)  0.8920
O (3.21, -5.03, -4.08)  0.1044
C (3.88, -4.02, -3.46)  -0.4794
O (5.03, -3.80, -3.64)  0.1411
C (3.07, -3.16, -2.52)  -0.1399
C (3.46, -1.84, -2.44)  -0.0105
C (2.85, -1.00, -1.54)  -0.0287
C (1.89, -1.55, -0.66)  -0.2853
C (1.44, -2.87, -0.79)  -0.0585
C (1.99, -3.65, -1.79)  -0.0087
N (1.32, -0.81, 0.46)  0.0520
C (1.82, -1.22, 1.52)  -0.0777
C (1.37, -0.65, 2.81)  -0.2364
C (1.92, -1.12, 4.00)  -0.0151
C (1.44, -0.68, 5.22)  -0.0572
C (0.41, 0.25, 5.23)  -0.0293
C (-0.08, 0.67, 3.97)  -0.1081
N (0.36, 0.22, 2.78)  0.0881
H (2.26, -4.82, -4.15)  0.1167
H (4.33, -1.54, -3.05)  0.1333
H (3.17, 0.05, -1.43)  0.1115
H (0.73, -3.37, -0.12)  0.1204
H (1.58, -4.66, -1.94)  0.1335
H (2.50, -2.03, 1.57)  0.1330
H (2.81, -1.75, 3.89)  0.1192
H (1.86, -1.04, 6.22)  0.1397
H (-0.10, 0.53, 6.15)  0.1180
H (-0.98, 1.27, 4.03)  0.0912
C (2.69, 3.29, -1.07)  0.0229
C (1.60, 3.12, -0.02)  -0.5556
N (1.22, 4.16, 0.70)  0.2285
O (1.06, 2.02, 0.11)  -0.1854
H (2.99, 4.33, -1.27)  0.0883
H (2.28, 2.88, -1.99)  0.0563
H (3.56, 2.71, -0.75)  0.0988
H (1.83, 4.97, 0.62)  0.1225
H (0.62, 4.02, 1.52)  0.0899
N (-0.47, 3.51, -3.75)  0.0216
C (-0.97, 3.38, -2.37)  -0.2188
C (-1.38, 1.97, -2.09)  -0.7915
O (-1.96, 1.88, -0.86)  -0.2544
O (-2.18, 1.51, -3.09)  0.0257
H (-0.50, 4.46, -4.09)  0.0684
H (-1.95, 1.89, -3.94)  0.1015
H (0.49, 3.11, -3.79)  0.0653
H (-1.95, 3.91, -2.38)  0.1542
H (-0.39, 3.80, -1.57)  0.0918
C (-3.11, -0.47, 3.61)  -0.0459
C (-3.08, -0.83, 2.17)  -0.7596
C (-4.41, -0.57, 1.55)  -0.0402
C (-2.78, -2.30, 2.04)  -0.0587
O (-2.16, 0.01, 1.53)  -0.4041
H (-3.87, -1.11, 4.11)  0.1026
H (-3.43, 0.60, 3.73)  0.1007
H (-2.14, -0.59, 4.06)  0.0551
H (-5.22, -1.15, 2.01)  0.0952
H (-4.31, -0.86, 0.49)  0.0841
H (-4.64, 0.52, 1.53)  0.1082
H (-3.44, -2.81, 2.68)  0.0725
H (-1.74, -2.50, 2.18)  0.0743
H (-3.04, -2.56, 1.01)  0.0286
F (-2.14, 3.58, 1.12)  -0.1000
C (-1.40, 2.67, 1.91)  -0.3210
F (-0.50, 3.51, 2.66)  -0.1406
H (-2.10, 2.40, 2.71)  0.0637

Values from the calculation:
maximum force: 2.22 eV/A
lowest unoccupied orbital energy: -1.0587 eV